Entry 1:
Computed, not measured: a structure of composition C52H45BBr2CsN11OS, with the ωB97M-V functional and the def2-TZVPD basis.

Output
- Total charge: -2
- Multiplicity: 1

```
114
C52H45BBr2CsN11OS the ωB97M-V functional and the def2-TZVPD basis
Cs -0.6159 -1.3699 -0.1857
C 2.1821 3.9139 3.1074
C 2.2632 2.4967 2.6479
C 3.3661 1.8087 2.1937
C 2.8880 0.5082 1.9353
N 1.5969 0.4245 2.2079
N 1.2065 1.6469 2.6304
B -0.2093 2.0097 3.1836
N -1.2040 0.8261 3.2241
N -0.7779 -0.4304 3.4628
C -1.8583 -1.1769 3.6175
C -3.0253 -0.4026 3.4849
C -2.5691 0.8700 3.2399
C -3.4093 2.0877 3.0279
C -1.7261 -2.6279 3.8352
C -2.8324 -3.4067 4.1638
C -2.7042 -4.7788 4.3273
C -1.4682 -5.3914 4.1752
C -0.3571 -4.6182 3.8573
C -0.4854 -3.2495 3.6875
N -0.8220 3.1671 2.3247
N -1.1093 2.9975 1.0164
C -1.6637 4.1314 0.6051
C -1.7339 5.0617 1.6604
C -1.1865 4.4020 2.7394
C -1.0249 4.9113 4.1335
C -2.0712 4.3311 -0.7973
C -2.9231 5.3809 -1.1418
C -3.2703 5.6113 -2.4646
C -2.7584 4.8025 -3.4712
C -1.9171 3.7496 -3.1363
C -1.5934 3.5041 -1.8117
C 3.6272 -0.6555 1.4178
C 4.9139 -0.5144 0.9027
C 5.5940 -1.6063 0.3811
C 4.9957 -2.8590 0.3596
C 3.7138 -3.0086 0.8734
C 3.0430 -1.9205 1.4055
H 3.1633 4.3799 3.0059
H 1.4640 4.4945 2.5251
H 1.8827 3.9738 4.1566
H 4.3684 2.1955 2.0952
H -0.0664 2.4786 4.2971
H -4.0544 -0.7228 3.5278
H -4.4547 1.8034 3.1497
H -3.1906 2.8717 3.7547
H -3.2840 2.5136 2.0306
H -3.8074 -2.9482 4.2779
H -3.5838 -5.3669 4.5598
H -1.3721 -6.4647 4.2898
H 0.6118 -5.0853 3.7260
H 0.3708 -2.6344 3.4393
H -2.1068 6.0728 1.6417
H -1.4593 5.9095 4.1945
H -1.5244 4.2694 4.8592
H 0.0232 4.9701 4.4284
H -3.3256 6.0151 -0.3611
H -3.9435 6.4241 -2.7104
H -3.0255 4.9821 -4.5058
H -1.5168 3.0994 -3.9041
H -0.9833 2.6494 -1.5542
H 5.3810 0.4642 0.8925
H 6.5899 -1.4748 -0.0278
H 5.5091 -3.7056 -0.0793
H 3.2213 -3.9712 0.8262
H 2.0425 -2.0252 1.8046
Br -0.4956 -3.1250 -7.3494
C -0.4407 -1.9991 -5.8236
C 0.7292 -1.8624 -5.1111
C 0.7034 -1.0186 -4.0053
N -0.3777 -0.3563 -3.6164
C -1.5099 -0.5473 -4.2903
C -1.5950 -1.3500 -5.4197
C -2.7248 0.1174 -3.7236
C -3.7309 0.6258 -4.5369
C -4.7951 1.2468 -3.9112
Br -6.1678 2.0223 -4.9666
C -4.8604 1.3252 -2.5355
C -3.8073 0.7672 -1.8201
N -2.7605 0.1972 -2.3997
H 1.6220 -2.4131 -5.3673
H 1.5839 -0.9112 -3.3831
H -2.5329 -1.5041 -5.9339
H -3.6665 0.5753 -5.6145
H -5.6871 1.8027 -2.0307
H -3.8060 0.7856 -0.7357
C 2.0288 3.1380 -0.8854
S 2.0388 1.6465 -1.8812
C 3.7799 1.7233 -2.3224
O 1.9086 0.4990 -0.9472
H 2.1608 4.0028 -1.5380
H 2.8176 3.0587 -0.1373
H 1.0625 3.1806 -0.3848
H 3.9524 2.5769 -2.9789
H 4.0152 0.7941 -2.8389
H 4.3687 1.7966 -1.4075
N -6.4729 -2.4203 3.7293
C -5.9172 -2.7341 2.7532
N -5.3847 -3.1623 1.6457
C -4.3041 -2.6843 1.1071
N -3.3559 -2.3091 0.5423
C 1.2039 -3.1979 -1.8594
C 2.1605 -3.9440 -2.0961
C 3.3127 -4.7405 -2.3623
C 3.3488 -6.1128 -2.0630
C 4.4804 -6.8757 -2.3036
C 5.6202 -6.3010 -2.8544
C 5.6057 -4.9439 -3.1569
C 4.4769 -4.1786 -2.9141
H 2.4643 -6.5631 -1.6307
H 4.4744 -7.9314 -2.0561
H 6.5053 -6.8979 -3.0382
H 6.4882 -4.4751 -3.5784
H 4.4763 -3.1171 -3.1286
```


Entry 2:
Computed, not measured: a structure of composition C52H45Cl3N4O2P2RbSSi in a non-equilibrium geometry, with the ωB97M-V functional and the def2-TZVPD basis.

Output
- Total charge: -2
- Multiplicity: 2
- ⟨S²⟩: 0.76

```
111
C52H45Cl3N4O2P2RbSSi the ωB97M-V functional and the def2-TZVPD basis
Rb 1.6489 -0.8045 -0.4862
C 0.7431 2.1461 -1.7178
Si -1.0819 1.5374 -1.3158
C -1.4867 3.2131 -0.4600
C -1.5536 4.5009 -0.9642
C -1.7940 5.5791 -0.1289
C -1.9575 5.3767 1.2318
C -1.8529 4.1000 1.7594
C -1.6060 3.0285 0.9114
P -1.3582 1.2835 1.4115
C -3.1012 0.7287 1.5491
C -3.4093 -0.3802 2.3347
C -4.7237 -0.7488 2.5566
C -5.7562 -0.0295 1.9761
C -5.4565 1.0289 1.1353
C -4.1418 1.4014 0.9182
C -1.0666 1.6792 3.2149
C 0.1368 2.3763 3.3618
C 0.6253 2.7309 4.5989
C -0.0689 2.3573 5.7416
C -1.2581 1.6600 5.6178
C -1.7537 1.3161 4.3693
C -1.7837 1.7850 -3.0881
C -2.6230 2.7383 -3.6410
C -2.9435 2.7061 -4.9903
C -2.4202 1.7177 -5.8053
C -1.6317 0.7165 -5.2565
C -1.3516 0.7367 -3.8998
P -0.5053 -0.5634 -2.9493
C -1.9647 -1.4251 -2.2611
C -1.7449 -2.2374 -1.1510
C -2.7789 -2.9614 -0.5895
C -4.0521 -2.8804 -1.1320
C -4.2835 -2.0649 -2.2275
C -3.2479 -1.3423 -2.7925
C -0.1076 -1.7029 -4.3406
C 1.0003 -1.3003 -5.0847
C 1.4319 -2.0394 -6.1652
C 0.7743 -3.2131 -6.4996
C -0.3024 -3.6411 -5.7432
C -0.7456 -2.8926 -4.6662
H 0.7171 3.1157 -2.2143
H 1.2519 1.4490 -2.3806
H 1.3356 2.2566 -0.8080
H -1.4037 4.6672 -2.0229
H -1.8629 6.5813 -0.5365
H -2.1530 6.2175 1.8876
H -1.9514 3.9574 2.8276
H -2.6110 -0.9562 2.7822
H -4.9474 -1.6012 3.1849
H -6.7862 -0.3073 2.1615
H -6.2579 1.5718 0.6511
H -3.9138 2.2273 0.2614
H 0.6452 2.6666 2.4481
H 1.5390 3.3065 4.7023
H 0.3148 2.6253 6.7159
H -1.8187 1.3983 6.5083
H -2.6885 0.7780 4.3022
H -3.0371 3.5173 -3.0147
H -3.5924 3.4651 -5.4122
H -2.6427 1.7122 -6.8657
H -1.2454 -0.0691 -5.8921
H -0.7446 -2.3091 -0.7355
H -2.5893 -3.5987 0.2636
H -4.8608 -3.4590 -0.7062
H -5.2777 -2.0029 -2.6527
H -3.4353 -0.7129 -3.6518
H 1.5222 -0.3990 -4.7859
H 2.2908 -1.7147 -6.7383
H 1.1172 -3.8046 -7.3385
H -0.7983 -4.5712 -5.9930
H -1.5833 -3.2405 -4.0763
C 3.1569 4.1202 1.1902
C 3.6771 2.6938 1.1336
O 4.3903 2.3056 0.2309
N 3.3539 1.9153 2.1862
C 3.6431 0.4881 2.1904
C 2.6305 -0.2361 3.0291
C 2.9460 -0.6653 4.3098
C 1.9699 -1.2958 5.0616
C 0.7198 -1.4802 4.4954
C 0.5152 -1.0498 3.1962
N 1.4325 -0.4152 2.4866
H 2.8910 4.4308 0.1840
H 3.9546 4.7763 1.5321
H 2.2970 4.2319 1.8425
H 2.6590 2.2146 2.8520
H 4.6492 0.3150 2.5877
H 3.6037 0.1246 1.1574
H 3.9469 -0.5443 4.6940
H 2.1779 -1.6474 6.0597
H -0.0707 -1.9608 5.0510
H -0.4295 -1.2127 2.6898
O 3.5007 -1.0250 -2.0541
N 4.0901 -2.0337 -1.5340
C 5.0514 -1.8403 -0.6236
C 5.7351 -2.8739 -0.0239
C 5.4293 -4.1807 -0.3873
C 4.4399 -4.3829 -1.3178
C 3.7460 -3.3124 -1.8939
S 2.5288 -3.5544 -3.0370
H 5.2690 -0.7985 -0.4248
H 6.4957 -2.6556 0.7095
H 5.9476 -5.0123 0.0628
H 4.1467 -5.3732 -1.6286
Cl 2.9346 -4.1657 4.8947
C 2.4063 -5.2443 2.5828
Cl 1.0288 -6.2287 2.9217
Cl 3.8844 -6.1064 2.3864
C 2.2107 -4.1499 1.7925
N 2.0610 -3.1548 1.2109
```


Entry 3:
Computed, not measured: a structure of composition C52H45IrN10OS4Se, with the ωB97M-V functional and the def2-TZVPD basis.

Output
- Total charge: +3
- Multiplicity: 2
- ⟨S²⟩: 0.77

```
114
C52H45IrN10OS4Se the ωB97M-V functional and the def2-TZVPD basis
Ir -0.2518 -0.1521 -1.8952
N 1.0782 -1.0918 -0.6970
S 1.8436 -0.9589 0.5475
N 1.1560 -1.2351 1.9970
S 0.0327 -0.4223 2.6790
N -0.2944 1.0144 2.2252
S -0.9333 1.6705 0.8853
N -0.4581 1.2754 -0.4354
C -2.6866 1.6570 1.2197
C -3.1456 2.1625 2.4341
C -4.5052 2.1664 2.6870
C -5.3918 1.6668 1.7352
C -4.9236 1.1899 0.5216
C -3.5593 1.1936 0.2533
C -0.5165 3.3726 1.1701
C -1.4073 4.3576 0.7617
C -1.0068 5.6844 0.8181
C 0.2677 6.0093 1.2643
C 1.1447 5.0111 1.6677
C 0.7578 3.6808 1.6212
C -1.3537 -1.5097 2.8464
C -1.1720 -2.8625 2.5934
C -2.2038 -3.7348 2.9090
C -3.3884 -3.2533 3.4502
C -3.5501 -1.8945 3.6952
C -2.5214 -1.0129 3.4113
C 0.5546 -0.2022 4.3519
C 0.3965 1.0226 4.9815
C 0.7818 1.1337 6.3105
C 1.3033 0.0362 6.9795
C 1.4463 -1.1864 6.3312
C 1.0670 -1.3177 5.0075
C 2.8146 0.5104 0.9072
C 3.2899 1.2417 -0.1665
C 4.1601 2.2987 0.0631
C 4.5657 2.5997 1.3547
C 4.0946 1.8496 2.4260
C 3.2178 0.7984 2.2082
C 3.0765 -2.2297 0.5821
C 3.4448 -2.7805 -0.6352
C 4.4521 -3.7336 -0.6556
C 5.0745 -4.1141 0.5247
C 4.6930 -3.5505 1.7360
C 3.6878 -2.5985 1.7737
H -2.4482 2.5615 3.1606
H -4.8781 2.5618 3.6223
H -6.4536 1.6619 1.9419
H -5.6186 0.8202 -0.2204
H -3.1800 0.8352 -0.6950
H -2.4070 4.1030 0.4322
H -1.6965 6.4660 0.5290
H 0.5738 7.0459 1.3065
H 2.1323 5.2680 2.0270
H 1.4291 2.8963 1.9411
H -0.2448 -3.2201 2.1672
H -2.0746 -4.7964 2.7428
H -4.1854 -3.9414 3.6984
H -4.4672 -1.5260 4.1344
H -2.6238 0.0396 3.6339
H 0.0008 1.8699 4.4396
H 0.6720 2.0802 6.8217
H 1.6036 0.1316 8.0143
H 1.8499 -2.0384 6.8607
H 1.1706 -2.2646 4.4928
H 2.9668 0.9837 -1.1616
H 4.5377 2.8765 -0.7706
H 5.2624 3.4092 1.5283
H 4.4180 2.0774 3.4331
H 2.8653 0.2104 3.0441
H 2.9316 -2.4706 -1.5354
H 4.7488 -4.1834 -1.5933
H 5.8603 -4.8570 0.5024
H 5.1785 -3.8553 2.6529
H 3.3808 -2.1573 2.7117
C 1.0649 -0.7385 -5.0530
C -0.1922 -1.5144 -4.7077
C -0.2412 -2.7524 -5.5639
C -0.5577 -3.9441 -5.0620
C -0.9678 -4.0594 -3.6791
C -1.4469 -5.2245 -3.1349
C -1.9510 -5.2656 -1.8179
C -1.9970 -4.1242 -1.0662
C -1.4789 -2.9183 -1.5808
S -1.6751 -1.4369 -0.7748
C -0.8953 -2.8835 -2.8779
N -0.3733 -1.7161 -3.2991
H 1.1418 -0.5952 -6.1312
H 1.9169 -1.3257 -4.7143
H 1.0736 0.2217 -4.5566
H 0.0768 -2.6345 -6.5948
H -0.5485 -4.8312 -5.6835
H -1.4616 -6.1221 -3.7405
H -2.3321 -6.1963 -1.4220
H -2.4441 -4.1250 -0.0821
N 1.5145 3.2293 -3.7031
C 2.0233 2.0034 -3.4567
N 3.1982 1.6916 -4.0338
O 1.4470 1.1892 -2.7132
H 2.0097 3.9213 -4.2387
H 0.7036 3.5184 -3.1881
H 3.7198 2.3394 -4.5988
H 3.6096 0.7981 -3.8276
Se -2.3485 -0.9741 -6.6382
N -3.3181 0.4399 -6.3720
C -2.9622 1.0442 -5.2526
C -3.5428 2.2535 -4.7688
C -3.0292 2.7627 -3.6234
C -2.0075 2.0638 -2.9234
N -1.4751 0.9171 -3.2998
C -1.8998 0.4312 -4.5081
N -1.4050 -0.6400 -5.1261
H -4.3468 2.7227 -5.3203
H -3.4033 3.6831 -3.1981
H -1.6353 2.4416 -1.9760
```


Entry 4:
Computed, not measured: a structure of composition C52H46BBrCdF4IN7O2S4 in a non-equilibrium geometry, with the ωB97M-V functional and the def2-TZVPD basis.

Output
- Multiplicity: 1

```
119
C52H46BBrCdF4IN7O2S4 the ωB97M-V functional and the def2-TZVPD basis
Cd 0.6497 -1.1719 0.8018
C -3.1476 -3.2020 2.9289
C -2.2240 -2.6477 1.8925
N -1.3507 -1.7073 2.1492
N -1.5572 -1.0680 3.3001
C -0.8141 0.0502 3.4998
N -0.9673 0.6915 4.6972
S 0.2371 0.8548 2.3628
C -2.3028 -3.1589 0.5305
C -3.4643 -3.8917 0.1237
C -3.5916 -4.3437 -1.2027
C -2.5691 -4.0183 -2.0812
C -1.3969 -3.3907 -1.5479
N -1.2793 -2.9298 -0.3232
H -2.8309 -2.8754 3.9287
H -3.1352 -4.2957 2.9273
H -4.1617 -2.8273 2.7719
H -1.5917 0.3151 5.3940
H -0.4342 1.5086 4.9624
H -4.2682 -4.0415 0.8462
H -4.4789 -4.9252 -1.4863
H -2.5401 -4.2722 -3.1507
H 0.4866 -3.1657 -1.8562
C 6.8232 4.4711 0.2408
C 5.5876 3.6532 -0.0023
C 5.1067 3.5162 -1.2982
C 3.9543 2.7663 -1.5405
C 3.3253 2.1142 -0.5011
C 3.7972 2.2129 0.8185
C 4.9016 3.0258 1.0379
S 1.8691 1.1954 -0.9245
O 2.1815 0.7276 -2.3152
C 0.6675 2.6118 -0.8827
C 0.6602 3.4075 0.2738
C -0.3676 4.3413 0.4786
C -1.4350 4.4769 -0.4048
C -2.4785 5.3979 -0.1886
C -3.5068 5.5350 -1.0972
C -3.4578 4.8374 -2.3244
C -2.4425 3.9445 -2.5897
C -1.3952 3.7537 -1.6389
C -0.3632 2.7875 -1.8333
C -0.3667 1.9848 -3.0986
C 0.0348 2.5853 -4.3250
C 0.4499 3.9266 -4.3746
C 0.8165 4.4710 -5.5897
C 0.7753 3.7390 -6.7857
C 0.4144 2.3996 -6.7501
C 0.0059 1.8153 -5.5365
C -0.4680 0.4940 -5.4711
C -0.8543 -0.1008 -4.2575
C -0.7681 0.6559 -3.0659
S -1.0881 -0.1627 -1.5716
O -0.3833 -3.2988 -2.4084
C -2.6626 0.3882 -1.1354
C -2.8830 0.9082 0.1524
C -4.1576 1.2120 0.5929
C -5.2739 1.0072 -0.2313
C -6.6701 1.3677 0.2736
C -5.0417 0.5163 -1.5214
C -3.7680 0.1856 -1.9713
H 6.8638 5.3574 -0.3697
H 7.7189 3.8901 0.0071
H 6.8416 4.7629 1.2810
H 5.6494 4.0017 -2.1099
H 3.5444 2.6297 -2.5475
H 3.3653 1.6781 1.6804
H 5.3259 3.0996 2.0543
H 1.4165 3.2980 1.0477
H -0.3374 4.9910 1.3539
H -2.4763 5.9776 0.7363
H -4.3335 6.2359 -0.9188
H -4.2133 4.9870 -3.0801
H -2.4105 3.3939 -3.5228
H 0.4362 4.5520 -3.4753
H 1.1570 5.5102 -5.6244
H 1.0148 4.2392 -7.7429
H 0.3701 1.7997 -7.6684
H -0.5925 -0.0624 -6.4037
H -1.0682 -1.1688 -4.1867
H -2.0224 1.0945 0.8290
H -4.2854 1.6597 1.5817
H -6.6389 1.4478 1.3650
H -7.3965 0.6075 0.0063
H -6.9599 2.3443 -0.1307
H -5.8808 0.3951 -2.2094
H -3.5993 -0.1909 -2.9876
F 3.0484 -0.7800 1.0818
B 4.4020 -0.7531 1.8298
F 4.6798 -2.0737 2.1723
F 5.3042 -0.1945 0.9604
F 4.1351 0.0291 2.9664
C 1.8536 -6.2995 -2.9307
C 2.5661 -4.9499 -2.8190
C 2.4922 -4.4867 -1.4169
N 1.7537 -3.4536 -1.0554
N 1.6862 -3.1829 0.2743
C 2.4183 -4.0234 0.9734
N 2.5108 -4.1304 2.2928
S 3.3197 -5.2137 -0.0657
H 1.8222 -6.6473 -3.9502
H 0.8392 -6.1895 -2.5492
H 2.3387 -7.0843 -2.3540
H 2.1428 -4.1922 -3.4882
H 3.6086 -5.0833 -3.1180
H 2.3699 -3.2740 2.8225
H 3.1861 -4.7780 2.6913
Br 3.7706 -2.7205 7.5743
C 1.8821 -2.7854 7.3714
C 1.1674 -3.3576 8.4282
C -0.2326 -3.3675 8.3853
C -0.8890 -2.9533 7.2521
C -0.1932 -2.4970 6.1342
C 1.2052 -2.3210 6.2283
I 2.2798 -1.3515 4.7596
H 1.7654 -3.7721 9.2634
H -0.8142 -3.8010 9.2171
H -1.9957 -2.9579 7.1936
H -0.7190 -2.2430 5.2081
```


no.,total energy (Ha)
1,-8277.44570
2,-5153.09778
3,-6728.84717
4,-7599.72125